Record 1
The following is a quantum chemistry calculation of a cluster of 7 separate species, C46H53F14N8O5PS in total, from OMol25.

Positions of all 128 atoms, in Å:
C: -3.63 4.09 -2.61
C: -3.70 3.49 -3.97
O: -4.28 4.00 -4.87
O: -3.06 2.30 -4.15
C: -1.65 2.50 -4.37
C: -1.07 1.27 -5.03
C: -0.97 0.10 -4.08
C: -0.63 -1.23 -4.76
C: 0.62 -1.24 -5.65
C: 1.67 -2.29 -5.23
C: 2.03 -2.20 -3.77
C: 2.29 -0.99 -3.16
C: 2.64 -0.89 -1.79
N: 2.94 0.33 -1.28
C: 3.30 0.36 -0.03
P: 3.71 2.03 0.58
O: 3.05 2.33 1.86
O: 5.29 2.24 0.59
O: 3.26 3.07 -0.53
C: 3.37 -0.81 0.79
C: 3.83 -0.68 2.22
C: 2.75 -0.25 3.21
C: 1.99 -1.33 3.96
F: 1.58 -0.79 5.13
F: 2.80 -2.36 4.28
C: 0.76 -1.94 3.21
F: 0.41 -1.24 2.12
F: 1.10 -3.17 2.78
C: -0.49 -2.16 4.13
F: -1.32 -3.01 3.51
F: -0.05 -2.79 5.23
C: -1.17 -0.82 4.55
F: -0.93 -0.60 5.84
F: -0.59 0.19 3.87
S: -3.06 -0.68 4.30
F: -3.26 -0.05 5.73
F: -2.90 0.79 3.70
F: -2.90 -1.26 2.85
F: -3.24 -2.12 4.91
F: -4.61 -0.59 4.06
N: 3.07 -1.99 0.33
C: 2.70 -2.04 -0.99
C: 2.42 -3.28 -1.60
C: 2.10 -3.35 -2.94
F: 1.86 -4.54 -3.49
H: -4.23 3.54 -1.89
H: -2.61 4.17 -2.24
H: -4.04 5.09 -2.66
H: -1.54 3.34 -5.05
H: -1.14 2.73 -3.44
H: -1.71 1.00 -5.87
H: -0.11 1.56 -5.44
H: -1.97 -0.04 -3.65
H: -0.30 0.32 -3.25
H: -1.49 -1.44 -5.40
H: -0.61 -2.01 -4.01
H: 0.32 -1.49 -6.66
H: 1.09 -0.26 -5.73
H: 1.25 -3.27 -5.43
H: 2.55 -2.19 -5.86
H: 2.26 -0.08 -3.73
H: 5.41 3.18 0.37
H: 2.32 3.27 -0.40
H: 4.34 -1.60 2.48
H: 4.59 0.10 2.26
H: 3.26 0.27 4.02
H: 2.07 0.47 2.78
H: 2.46 -4.19 -1.02
N: -0.96 2.88 2.68
C: -1.89 3.51 1.90
C: -1.28 4.58 1.31
C: 0.08 4.60 1.74
C: 0.24 3.53 2.59
H: -1.13 2.06 3.23
H: -2.90 3.14 1.84
H: -1.75 5.28 0.63
H: 0.84 5.31 1.47
H: 1.11 3.19 3.13
N: -0.83 -3.59 -1.25
C: -1.67 -3.61 -0.18
C: -2.95 -3.78 -0.64
C: -2.87 -3.87 -2.06
C: -1.55 -3.77 -2.40
H: 0.17 -3.46 -1.23
H: -1.29 -3.50 0.82
H: -3.84 -3.83 -0.04
H: -3.69 -4.00 -2.75
H: -1.07 -3.79 -3.36
N: -2.37 7.96 -3.75
C: -1.36 7.38 -3.02
C: -1.14 8.16 -1.92
C: -2.05 9.25 -1.98
C: -2.80 9.09 -3.12
H: -2.74 7.60 -4.61
H: -0.89 6.47 -3.35
H: -0.41 7.98 -1.15
H: -2.15 10.05 -1.27
H: -3.59 9.69 -3.53
N: -1.89 -6.45 8.87
C: -2.76 -5.40 8.86
C: -2.36 -4.52 7.88
C: -1.19 -5.07 7.28
C: -0.93 -6.26 7.91
H: -1.94 -7.23 9.49
H: -3.60 -5.36 9.54
H: -2.84 -3.60 7.63
H: -0.61 -4.65 6.48
H: -0.15 -6.98 7.76
N: -4.53 -1.04 -6.18
C: -4.44 -2.18 -5.43
C: -4.46 -3.25 -6.29
C: -4.55 -2.73 -7.61
C: -4.59 -1.36 -7.51
H: -4.54 -0.10 -5.82
H: -4.38 -2.13 -4.36
H: -4.41 -4.28 -6.00
H: -4.58 -3.29 -8.52
H: -4.65 -0.60 -8.27
N: 8.78 -0.56 5.00
C: 7.65 -0.07 5.61
C: 6.96 0.65 4.67
C: 7.69 0.58 3.46
C: 8.81 -0.17 3.69
H: 9.48 -1.12 5.45
H: 7.45 -0.27 6.65
H: 6.03 1.18 4.84
H: 7.42 1.04 2.52
H: 9.61 -0.46 3.04

Results
E (Eh): -4736.58398
SMILES: CC(=O)OCCCCCCc1cc2nc(P(=O)(O)O)c(CCC(F)(F)C(F)(F)C(F)(F)C(F)(F)S(F)(F)(F)(F)F)nc2cc1F.c1cc[nH]c1.c1cc[nH]c1.c1cc[nH]c1.c1cc[nH]c1.c1cc[nH]c1.c1cc[nH]c1
F_max (eV/Å): 1.354
Kohn-Sham gap (eV): 7.211
Highest occupied orbital energy (eV): -8.18



Record 2
The following is a quantum chemistry calculation of a structure of composition C14H41N7O5, from OMol25.

Positions of all 67 atoms, in Å:
C: 1.03 0.30 8.38
O: 0.91 0.61 7.23
N: 0.76 -0.89 8.82
N: 1.58 1.11 9.29
H: 0.28 -1.47 8.14
H: 0.82 -0.99 9.82
H: 1.52 0.98 10.29
H: 1.97 2.01 9.05
C: -0.25 -1.89 6.78
O: -0.97 -2.13 7.75
N: -0.76 -1.76 5.55
N: 1.02 -2.05 6.67
H: -0.04 -1.44 4.92
H: -1.76 -1.74 5.41
H: 1.40 -2.14 5.74
H: 1.70 -2.06 7.41
C: 2.73 4.70 4.73
C: 2.63 3.77 5.95
C: 3.96 2.94 6.01
O: 4.10 2.32 7.34
C: 3.27 1.21 7.54
N: 2.50 4.59 7.11
H: 3.56 5.40 4.74
H: 1.74 5.13 4.59
H: 2.71 4.01 3.88
H: 1.72 3.19 5.87
H: 4.80 3.63 5.91
H: 4.22 2.22 5.23
H: 3.26 0.40 6.81
H: 2.24 1.57 7.54
H: 3.51 0.88 8.55
H: 3.39 5.05 7.16
H: 2.59 4.04 7.94
C: -0.02 -3.96 12.02
C: -0.05 -2.41 11.87
C: 0.78 -1.78 10.80
O: 0.70 -0.37 10.89
C: 1.44 0.41 11.80
N: -1.48 -1.98 11.60
H: 1.01 -4.15 11.73
H: -0.64 -4.39 11.23
H: -0.31 -4.32 13.01
H: 0.18 -1.87 12.78
H: 0.49 -2.08 9.79
H: 1.84 -2.01 10.92
H: 1.19 1.37 11.35
H: 2.52 0.26 11.71
H: 1.03 0.36 12.81
H: -1.44 -1.06 11.18
H: -2.19 -2.09 12.31
C: -2.01 5.97 5.84
C: -0.49 5.59 5.90
C: -0.21 4.04 6.07
O: -0.62 3.65 7.31
C: -0.36 2.27 7.65
N: 0.11 6.04 4.66
H: -2.50 5.94 6.81
H: -2.49 5.35 5.08
H: -2.10 7.01 5.54
H: -0.03 6.10 6.74
H: 0.87 3.87 6.05
H: -0.53 3.41 5.24
H: -1.26 1.72 7.40
H: -0.26 2.20 8.73
H: 0.48 1.82 7.12
H: -0.61 6.20 3.97
H: 0.46 6.97 4.81

Results
E (Eh): -1316.92849
F_max (eV/Å): 8.851
Kohn-Sham gap (eV): 7.813
Highest occupied orbital energy (eV): -7.34



Record 3
The following is a quantum chemistry calculation of a structure of composition C6H11BO2S, from OMol25.

Positions of all 21 atoms, in Å:
B: -1.73 0.76 -0.57
C: 1.26 -0.71 -0.54
C: 1.55 0.38 0.15
C: -0.16 -1.25 -0.83
C: -1.19 -0.61 -0.07
C: 3.00 0.81 0.44
C: -1.54 -1.21 1.31
O: -1.45 0.96 -1.89
O: -2.75 1.34 0.16
S: 0.33 1.44 0.72
H: 2.06 -1.30 -0.90
H: -0.33 -0.92 -1.84
H: -0.03 -2.34 -0.65
H: 3.16 1.78 1.01
H: 3.38 0.90 -0.65
H: 3.48 -0.07 0.95
H: -2.09 -0.53 1.83
H: -0.58 -1.36 1.75
H: -2.21 -2.04 1.09
H: -1.66 1.89 -2.20
H: -2.51 2.08 0.73

Results
E (Eh): -808.74154
F_max (eV/Å): 3.822
Kohn-Sham gap (alpha / beta) (eV): 6.946 / 6.945
Highest occupied orbital energy (alpha / beta) (eV): -7.82 / -7.82



Record 4
The following is a quantum chemistry calculation of a cluster of 2 separate species, C5H3Cl3N2 in total, from OMol25.

Positions of all 13 atoms, in Å:
C: -0.34 0.98 2.15
C: -1.59 0.78 1.67
C: -0.04 0.56 0.15
C: 0.78 -0.60 -2.21
C: 1.71 -1.37 -1.67
N: 0.63 0.70 1.23
N: -1.38 0.63 0.32
Cl: 0.18 -0.41 -3.79
Cl: 2.38 -2.67 -2.66
Cl: 2.32 -1.27 -0.10
H: 0.04 1.23 3.17
H: -2.53 1.05 2.14
H: -2.15 0.40 -0.39

Results
E (Eh): -1682.20086
F_max (eV/Å): 3.423
Kohn-Sham gap (alpha / beta) (eV): 7.101 / 7.101
Highest occupied orbital energy (alpha / beta) (eV): -9.16 / -9.16



Record 5
The following is a quantum chemistry calculation of a cluster of 3 separate species, C29H59N2O4S4 in total, from OMol25.

Positions of all 98 atoms, in Å:
C: -1.55 1.27 1.02
C: -0.29 2.28 1.44
C: 0.97 1.46 2.15
C: 0.54 0.61 3.49
C: 1.64 -0.55 3.92
C: 1.57 -1.91 3.01
C: 0.19 -2.78 3.42
C: -0.89 -2.73 2.19
N: -1.30 -4.08 1.64
C: -2.06 -3.81 0.35
C: -3.61 -3.39 0.78
C: -3.91 -1.78 0.69
C: -5.51 -1.42 1.01
C: -5.82 -0.05 0.13
C: -6.38 -0.55 -1.35
C: -5.22 -0.39 -2.51
C: -4.59 -1.81 -3.04
C: -0.13 -4.99 1.35
S: -0.34 -6.66 1.74
S: 1.53 -4.50 0.65
C: 1.39 -3.67 -1.02
C: 2.72 -2.73 -1.22
C: 2.47 -1.35 -2.08
C: 1.16 -0.48 -1.62
N: 1.41 0.95 -2.05
H: -2.35 1.38 1.87
H: -2.03 1.62 0.00
H: -1.18 0.17 0.86
H: 0.05 2.81 0.46
H: -0.74 3.11 2.14
H: 1.72 2.30 2.51
H: 1.55 0.80 1.36
H: -0.58 0.19 3.45
H: 0.54 1.39 4.39
H: 1.41 -0.86 5.03
H: 2.70 -0.08 3.76
H: 2.54 -2.60 3.09
H: 1.54 -1.56 1.88
H: -0.27 -2.17 4.34
H: 0.43 -3.85 3.84
H: -0.54 -1.96 1.36
H: -1.88 -2.25 2.65
H: -1.63 -2.90 -0.27
H: -2.04 -4.74 -0.39
H: -4.30 -4.01 0.03
H: -3.86 -3.84 1.85
H: -3.29 -1.12 1.43
H: -3.65 -1.39 -0.40
H: -6.24 -2.29 0.71
H: -5.60 -1.09 2.15
H: -4.82 0.56 0.03
H: -6.61 0.66 0.67
H: -7.33 0.09 -1.66
H: -6.70 -1.70 -1.33
H: -5.74 0.18 -3.42
H: -4.33 0.28 -2.16
H: -5.18 -2.75 -2.61
H: -4.61 -1.90 -4.22
H: -3.46 -1.92 -2.66
H: 0.37 -3.11 -1.11
H: 1.41 -4.50 -1.88
H: 3.12 -2.49 -0.12
H: 3.56 -3.42 -1.70
H: 3.42 -0.66 -1.89
H: 2.51 -1.64 -3.21
H: 1.07 -0.57 -0.43
H: 1.87 1.43 -1.22
H: 0.44 1.37 -2.15
C: 0.93 7.84 4.22
C: 0.50 6.83 5.29
C: 0.08 5.55 4.56
S: 1.02 5.51 3.04
O: 0.10 5.64 1.93
O: 2.00 4.45 3.12
C: 1.84 7.07 3.28
H: 1.45 8.70 4.67
H: 0.06 8.21 3.68
H: 1.34 6.62 5.95
H: -0.32 7.22 5.90
H: 0.30 4.66 5.15
H: -0.98 5.57 4.30
H: 1.98 7.57 2.32
H: 2.81 6.87 3.74
C: 4.86 0.47 -6.06
C: 4.56 -0.32 -7.33
C: 5.06 -1.75 -7.11
S: 4.98 -2.04 -5.35
O: 6.32 -2.21 -4.84
O: 3.92 -2.99 -5.07
C: 4.41 -0.41 -4.91
H: 4.35 1.44 -6.06
H: 5.94 0.66 -5.99
H: 3.48 -0.34 -7.51
H: 5.03 0.12 -8.21
H: 4.44 -2.48 -7.63
H: 6.10 -1.86 -7.42
H: 4.83 -0.11 -3.95
H: 3.32 -0.44 -4.84

Results
E (Eh): -3143.13470
F_max (eV/Å): 3.486
Kohn-Sham gap (eV): 3.634
Highest occupied orbital energy (eV): -1.77
Net charge: -1



Record 6
The following is a quantum chemistry calculation of a cluster of 2 separate species, C2H4ClFO in total, from OMol25.

Positions of all 9 atoms, in Å:
C: -1.42 -0.22 0.21
C: 1.77 0.60 -0.58
O: -0.34 -0.94 -0.06
F: 1.16 1.45 0.27
Cl: 2.91 -0.40 0.10
H: -1.13 0.49 0.99
H: -1.92 -1.00 0.87
H: -1.89 0.02 -0.75
H: 0.87 -0.01 -1.06

Results
E (Eh): -713.71377
F_max (eV/Å): 4.022
Kohn-Sham gap (alpha / beta) (eV): 10.562 / 7.496
Highest occupied orbital energy (alpha / beta) (eV): -10.85 / -8.85



Record 7
The following is a quantum chemistry calculation of a structure of composition C32H47CaN2O24, from OMol25.

Positions of all 106 atoms, in Å:
Ca: 0.83 -1.35 3.83
N: -0.01 0.03 1.41
O: 1.17 -0.25 1.73
O: -0.34 0.37 0.29
O: -0.86 -0.17 2.34
C: 2.89 1.17 -0.99
C: 3.03 2.49 -0.26
C: 4.02 3.51 -0.79
O: 3.26 4.72 -0.93
C: 1.96 4.45 -0.84
O: 1.07 5.23 -0.98
O: 1.78 3.20 -0.38
H: 3.77 0.55 -0.81
H: 2.86 1.39 -2.06
H: 1.97 0.67 -0.69
H: 3.20 2.38 0.81
H: 4.40 3.25 -1.78
H: 4.87 3.69 -0.13
C: -3.20 2.08 1.39
C: -3.75 1.89 2.79
C: -4.15 0.44 3.05
O: -3.57 0.12 4.32
C: -2.73 1.11 4.69
O: -2.04 1.06 5.65
O: -2.72 2.08 3.77
H: -2.39 1.37 1.22
H: -2.84 3.11 1.29
H: -3.98 1.91 0.65
H: -4.51 2.63 3.05
H: -3.74 -0.31 2.38
H: -5.24 0.36 3.06
C: 4.51 -5.92 0.55
C: 4.75 -4.46 0.91
C: 4.24 -3.44 -0.16
O: 3.48 -2.52 0.68
C: 3.39 -2.96 1.91
O: 2.89 -2.37 2.82
O: 4.00 -4.15 2.05
H: 3.45 -6.19 0.50
H: 4.93 -6.59 1.29
H: 4.94 -6.13 -0.43
H: 5.82 -4.28 1.04
H: 3.56 -3.91 -0.85
H: 5.07 -2.90 -0.61
C: -2.50 3.69 -1.71
C: -1.41 3.75 -2.75
C: -0.49 2.53 -2.71
O: -0.62 1.98 -4.03
C: -1.57 2.64 -4.73
O: -1.98 2.36 -5.81
O: -2.04 3.68 -4.03
H: -3.21 4.51 -1.82
H: -2.04 3.83 -0.72
H: -3.07 2.76 -1.60
H: -0.82 4.66 -2.63
H: -0.66 1.79 -1.93
H: 0.52 2.90 -2.57
C: 0.84 5.71 4.08
C: 0.22 4.35 3.89
C: 0.26 3.77 2.48
O: 0.57 2.40 2.70
C: 0.77 2.18 4.00
O: 0.92 1.08 4.46
O: 0.86 3.32 4.68
H: 0.88 6.11 5.08
H: 0.25 6.39 3.45
H: 1.82 5.76 3.59
H: -0.82 4.37 4.24
H: 1.07 4.22 1.91
H: -0.69 3.93 1.97
C: -2.23 -4.86 -1.16
C: -1.47 -5.16 0.13
C: -0.02 -5.56 -0.08
O: 0.72 -4.62 0.73
C: -0.12 -3.77 1.29
O: 0.20 -2.98 2.14
O: -1.36 -3.93 0.87
H: -2.35 -5.72 -1.82
H: -1.69 -4.09 -1.71
H: -3.22 -4.48 -0.89
H: -1.96 -5.96 0.67
H: 0.36 -5.37 -1.09
H: 0.21 -6.56 0.27
C: 0.27 -0.11 -3.53
C: 1.07 -0.96 -2.54
C: 0.20 -1.85 -1.67
O: 0.77 -3.15 -1.80
C: 1.70 -3.13 -2.81
O: 2.26 -4.11 -3.17
O: 1.86 -1.90 -3.27
H: -0.38 -0.75 -4.12
H: 0.87 0.58 -4.12
H: -0.46 0.54 -3.05
H: 1.75 -0.39 -1.91
H: -0.86 -1.78 -1.95
H: 0.20 -1.55 -0.62
N: -2.64 -0.35 -1.55
C: -3.06 -0.16 -2.85
C: -3.92 -1.19 -3.13
C: -3.99 -2.05 -2.00
C: -3.21 -1.48 -1.03
H: -1.94 0.20 -1.11
H: -2.72 0.72 -3.37
H: -4.44 -1.36 -4.06
H: -4.62 -2.91 -1.92
H: -2.89 -1.79 -0.04

Results
E (Eh): -3840.35735
F_max (eV/Å): 2.062
Kohn-Sham gap (eV): 7.180
Highest occupied orbital energy (eV): -10.44
Net charge: +1



Record 8
The following is a quantum chemistry calculation of an isolated molecule of C12H16Si, from OMol25.

Positions of all 29 atoms, in Å:
C: 3.54 0.99 0.10
C: 3.25 0.23 -1.04
C: 2.68 1.00 1.13
C: 2.07 -0.51 -1.13
C: 1.48 0.24 1.13
C: 1.19 -0.52 -0.02
C: -2.91 1.40 0.46
C: -2.33 0.18 1.43
C: -2.09 1.47 -0.77
C: -2.02 -1.07 0.73
C: -0.15 -3.17 -0.88
C: -0.78 1.78 -0.61
Si: -0.45 -1.44 0.01
H: 4.43 1.54 0.21
H: 3.88 0.42 -1.84
H: 3.00 1.49 2.14
H: 1.99 -1.05 -2.05
H: 0.83 0.13 1.91
H: -3.87 0.88 0.02
H: -2.97 2.32 0.98
H: -3.06 0.30 2.19
H: -1.32 0.52 1.83
H: -2.64 1.40 -1.69
H: -2.69 -1.86 0.51
H: -1.15 -3.63 -0.89
H: -0.08 -2.76 -1.89
H: 0.60 -3.85 -0.69
H: -0.27 1.66 0.30
H: -0.14 1.93 -1.57

Results
E (Eh): -756.19168
SMILES: C=CCC/C=[Si](/C)c1ccccc1
F_max (eV/Å): 5.151
Kohn-Sham gap (eV): 8.040
Highest occupied orbital energy (eV): -7.49



- The lowest E belongs to which entry?
  C46H53F14N8O5PS



Copy entry 4 word for word.
The following is a quantum chemistry calculation of a cluster of 2 separate species, C5H3Cl3N2 in total, from OMol25.

Positions of all 13 atoms, in Å:
C: -0.34 0.98 2.15
C: -1.59 0.78 1.67
C: -0.04 0.56 0.15
C: 0.78 -0.60 -2.21
C: 1.71 -1.37 -1.67
N: 0.63 0.70 1.23
N: -1.38 0.63 0.32
Cl: 0.18 -0.41 -3.79
Cl: 2.38 -2.67 -2.66
Cl: 2.32 -1.27 -0.10
H: 0.04 1.23 3.17
H: -2.53 1.05 2.14
H: -2.15 0.40 -0.39

Results
E (Eh): -1682.20086
F_max (eV/Å): 3.423
Kohn-Sham gap (alpha / beta) (eV): 7.101 / 7.101
Highest occupied orbital energy (alpha / beta) (eV): -9.16 / -9.16